Entry from the OMol25 dataset: a 10-piece molecular cluster, C2H23O10 overall in a non-equilibrium geometry (the ωB97M-V functional and the def2-TZVPD basis).

- net charge = -1
- E_LUMO (eV) = 2.47
- HOMO (eV) = -5.403
- HOMO-LUMO gap (eV) = 7.873
- relative energy (zero: lowest compared OMol25 entry of this formula, charge and spin) (kJ/mol) = 160.8

Last columns: bonded neighbours and bond lengths (Å).
Cartesian coordinates (Å):
1 C -0.4573 -0.2045 1.8519  C2 1.552, H4 1.023, H5 1.090, H6 1.040
2 C 0.7405 -0.5304 0.9205  C1 1.552, O3 1.415, H7 1.087, H8 1.052
3 O 0.4881 -0.3569 -0.4612  C2 1.415
4 H -0.9558 0.6728 1.6848  C1 1.023
5 H -0.3081 -0.2237 2.9319  C1 1.090
6 H -1.1967 -0.9216 1.7068  C1 1.040
7 H 1.1522 -1.5363 0.9366  C2 1.087
8 H 1.5301 0.1313 1.1314  C2 1.052
9 O 1.1683 -2.9475 -1.2321  H10 0.934, H11 0.932
10 H 1.0517 -2.1438 -0.7716  O9 0.934
11 H 0.6934 -3.6165 -0.7907  O9 0.932
12 O 3.7216 1.5631 1.1021  H13 0.985, H14 0.933
13 H 4.1163 2.4029 0.7717  O12 0.985
14 H 3.6179 1.1844 0.2555  O12 0.933
15 O 3.1461 0.0851 -1.3975  H16 0.933, H17 1.018
16 H 2.9522 0.9366 -1.7252  O15 0.933
17 H 2.2109 -0.2488 -1.1729  O15 1.018
18 O -3.4517 1.7095 1.4235  H19 0.969, H20 0.985
19 H -3.1723 1.9802 2.3104  O18 0.969
20 H -3.6071 0.7402 1.4990  O18 0.985
21 O 0.7004 2.4911 -0.1466  H22 0.952, H23 0.958
22 H 0.7006 1.5395 -0.1089  O21 0.952
23 H 1.1549 2.7644 0.6516  O21 0.958
24 O -2.0065 2.3511 -0.7951  H25 0.955, H26 0.952
25 H -2.5191 2.2408 0.0029  O24 0.955
26 H -1.0847 2.4129 -0.5650  O24 0.952
27 O -2.1374 -0.9674 -0.6808  H28 0.970, H29 0.952
28 H -1.2241 -0.6744 -0.5385  O27 0.970
29 H -2.6466 -0.8803 0.1190  O27 0.952
30 O -1.8471 -3.4815 -0.2136  H31 0.970, H32 0.929
31 H -1.8554 -2.5115 -0.2208  O30 0.970
32 H -2.6399 -3.7393 0.1974  O30 0.929
33 O 0.4908 0.2144 -3.0990  H34 0.962, H35 0.976
34 H 1.2362 -0.3319 -3.3656  O33 0.962
35 H 0.2376 -0.1041 -2.2121  O33 0.976

Entry from the OMol25 dataset: a 12-piece molecular cluster, C2H25O13 overall in a non-equilibrium geometry (the ωB97M-V functional and the def2-TZVPD basis).

- net charge = -1
- E_LUMO (eV) = 2.10
- HOMO (eV) = -6.631
- HOMO-LUMO gap (eV) = 8.730
- relative energy (zero: lowest compared OMol25 entry of this formula, charge and spin) (kJ/mol) = 90.9

Last columns: bonded neighbours and bond lengths (Å).
Cartesian coordinates (Å):
1 C -23.2472 -5.7741 13.4262  C2 1.508, H5 1.090, H6 1.100, H7 1.093
2 C -24.0687 -5.7086 14.6896  C1 1.508, O3 1.258, O4 1.264
3 O -24.4955 -4.6028 15.1119  C2 1.258
4 O -24.3435 -6.8199 15.2266  C2 1.264
5 H -22.3557 -6.4005 13.4494  C1 1.090
6 H -22.8478 -4.7847 13.1600  C1 1.100
7 H -23.8973 -6.0118 12.5807  C1 1.093
8 O -22.1066 -3.8442 16.4246  H9 0.978, H10 0.963
9 H -22.9032 -4.1859 15.9722  O8 0.978
10 H -21.9635 -2.9790 16.0261  O8 0.963
11 O -26.1117 -8.4945 13.0684  H12 0.962, H13 0.969
12 H -27.0448 -8.4203 13.2915  O11 0.962
13 H -25.6648 -7.9564 13.7394  O11 0.969
14 O -25.3602 -8.5940 17.2138  H15 0.963, H16 0.977
15 H -24.6298 -9.2216 17.2410  O14 0.963
16 H -25.0321 -7.8806 16.6324  O14 0.977
17 O -26.9578 -3.4868 13.6907  H18 0.974, H19 0.962
18 H -26.4232 -3.8841 14.4013  O17 0.974
19 H -26.8508 -2.5390 13.8136  O17 0.962
20 O -27.0873 -5.6184 16.2676  H21 0.975, H22 0.962
21 H -26.2072 -5.7821 15.8807  O20 0.975
22 H -26.9185 -5.5336 17.2105  O20 0.962
23 O -25.1629 -1.8812 17.4142  H24 0.962, H25 0.971
24 H -25.9282 -1.8262 17.9952  O23 0.962
25 H -25.2395 -2.7498 16.9873  O23 0.971
26 O -21.5426 -2.2373 13.7748  H27 0.964, H28 0.968
27 H -21.4519 -1.5074 13.1515  O26 0.964
28 H -22.4448 -2.5651 13.6507  O26 0.968
29 O -22.3607 -3.4210 10.7991  H30 0.963, H31 0.966
30 H -22.8532 -2.7662 11.3050  O29 0.963
31 H -23.0399 -3.9528 10.3652  O29 0.966
32 O -19.6146 -7.2183 13.8407  H33 0.964, H34 0.977
33 H -19.6057 -6.5983 14.5787  O32 0.964
34 H -19.7484 -6.6659 13.0465  O32 0.977
35 O -22.4388 -9.3041 15.5824  H36 0.963, H37 0.972
36 H -21.8466 -9.6074 14.8867  O35 0.963
37 H -22.7625 -8.4413 15.2727  O35 0.972
38 O -20.4412 -5.6362 11.5400  H39 0.964, H40 0.970
39 H -19.7464 -4.9829 11.3988  O38 0.964
40 H -21.1850 -5.1200 11.8889  O38 0.970

Entry from the OMol25 dataset: a 12-piece molecular cluster, C2H26O12 overall in a non-equilibrium geometry (the ωB97M-V functional and the def2-TZVPD basis).

- net charge = 0
- E_LUMO (eV) = 0.06
- HOMO (eV) = -8.838
- HOMO-LUMO gap (eV) = 8.903
- relative energy (zero: lowest compared OMol25 entry of this formula, charge and spin) (kJ/mol) = 259.5

Last columns: bonded neighbours and bond lengths (Å).
Cartesian coordinates (Å):
1 C 0.9593 2.5229 -2.8493  C2 1.383, H4 1.144, H5 1.117
2 C 1.4074 1.4564 -2.0912  C1 1.383, O3 1.372, H6 1.091
3 O 0.5096 0.7336 -1.3468  C2 1.372, H7 0.959
4 H 1.8027 3.2663 -3.0619  C1 1.144
5 H -0.0849 2.7726 -3.1565  C1 1.117
6 H 2.3513 0.9332 -2.2527  C2 1.091
7 H 0.7949 -0.0996 -0.9664  O3 0.959
8 O 3.7365 1.0242 0.8595  H9 0.897, H10 0.911
9 H 4.4982 1.4690 1.0219  O8 0.897
10 H 3.0998 1.1481 1.4991  O8 0.911
11 O -3.5729 -0.6826 -1.5874  H12 1.010, H13 1.013
12 H -3.0798 -0.3014 -0.7925  O11 1.010
13 H -4.1607 0.1307 -1.4495  O11 1.013
14 O -0.6936 -0.7854 -2.5392  H15 0.854, H16 0.951
15 H -0.5836 -0.1505 -3.1000  O14 0.854
16 H -1.6291 -0.8005 -2.3712  O14 0.951
17 O 1.5091 -0.9123 1.9112  H18 1.041, H19 0.956
18 H 1.4821 0.0940 2.1782  O17 1.041
19 H 2.1201 -1.4154 2.4467  O17 0.956
20 O -2.6399 -2.9757 1.0820  H21 0.993, H22 0.980
21 H -2.2426 -2.7773 0.1937  O20 0.993
22 H -3.5804 -3.1916 0.9085  O20 0.980
23 O 1.0681 1.5878 1.4371  H24 0.935, H25 0.984
24 H 0.2805 1.8164 1.8855  O23 0.935
25 H 1.1296 1.6900 0.4604  O23 0.984
26 O -1.0589 -1.2203 2.6238  H27 0.938, H28 0.909
27 H -0.2004 -0.9869 2.3252  O26 0.938
28 H -1.3658 -1.9811 2.2313  O26 0.909
29 O -1.7969 1.2896 2.5230  H30 1.094, H31 0.900
30 H -1.6520 0.2050 2.5103  O29 1.094
31 H -2.4063 1.4464 3.1671  O29 0.900
32 O -0.1298 -2.3914 -0.5989  H33 0.922, H34 0.971
33 H -0.0051 -1.8950 -1.3654  O32 0.922
34 H 0.5987 -1.9962 -0.0936  O32 0.971
35 O -1.8833 1.3350 -0.1686  H36 0.968, H37 0.931
36 H -1.0375 1.0849 -0.5682  O35 0.968
37 H -1.7849 1.4128 0.7539  O35 0.931
38 O 2.4990 -0.9622 -0.8721  H39 0.977, H40 1.029
39 H 3.1283 -0.2424 -0.6702  O38 0.977
40 H 2.6132 -1.6513 -0.1169  O38 1.029